C17H17F2IrN4O6PSe | ωB97M-V/def2-TZVPD

## Properties
- Total charge: +1
- Kohn-Sham gap: 7.76 eV
- F_max: 0.0059 hartree/bohr
- Total energy: -119047.5265 eV
- Spin multiplicity: 1
- Energy above the lowest of the compared OMol25 structures with the same formula, charge and spin: 0.0 kcal/mol
- HOMO: -12.799 eV

Geometry (Å):
Ir (1.7442, -0.3448, -0.1344)
F (4.3300, 0.3071, -0.3897)
C (3.4157, -0.2696, -1.2192)
F (3.3772, 0.4565, -2.3637)
H (3.7560, -1.2850, -1.4470)
C (1.0993, 2.5407, -2.0429)
P (1.3802, 1.9493, -0.3556)
C (2.8016, 2.8854, 0.2609)
C (-0.0182, 2.6850, 0.5454)
H (0.8461, 3.6011, -2.0166)
H (0.2738, 1.9916, -2.4978)
H (1.9903, 2.3977, -2.6482)
H (2.5944, 3.9519, 0.1636)
H (3.6948, 2.6390, -0.3092)
H (2.9713, 2.6530, 1.3128)
H (0.1098, 3.7681, 0.5469)
H (-0.0566, 2.3478, 1.5788)
H (-0.9599, 2.4535, 0.0511)
O (1.0890, -4.1920, 0.6503)
C (1.2791, -3.0097, 0.7196)
O (2.2231, -2.3307, 0.1042)
C (0.3369, -2.1113, 1.5049)
C (-1.0333, -2.3796, 1.4949)
C (-1.8807, -1.5179, 2.1504)
C (-1.4426, -0.4090, 2.8636)
C (-0.0879, -0.1857, 2.8782)
C (0.8178, -1.0096, 2.2138)
N (0.4409, 0.9975, 3.5865)
O (1.5907, 1.3116, 3.3302)
O (-0.3032, 1.5861, 4.3296)
N (-3.3431, -1.7266, 2.0172)
O (-3.7053, -2.7257, 1.4421)
O (-4.0578, -0.8377, 2.4272)
H (-1.4171, -3.2425, 0.9675)
H (-2.1354, 0.2469, 3.3705)
H (1.8823, -0.8617, 2.3853)
Se (1.2378, -1.8963, -3.0262)
N (0.6015, -0.8951, -1.6578)
C (-0.7249, -0.8163, -1.7649)
C (-1.6178, -0.1816, -0.8603)
C (-2.9473, -0.2201, -1.1365)
C (-3.4685, -0.8741, -2.3006)
C (-2.6496, -1.4994, -3.1770)
C (-1.2422, -1.4950, -2.9236)
N (-0.3548, -2.1047, -3.6917)
H (-1.2386, 0.2873, 0.0366)
H (-3.6455, 0.2472, -0.4522)
H (-4.5373, -0.8707, -2.4618)
H (-3.0163, -2.0119, -4.0551)

=====

C17H17F2IrN4O6PSe | ωB97M-V/def2-TZVPD

## Properties
- Total charge: +1
- Kohn-Sham gap (alpha / beta): 7.30 / 5.84 eV
- F_max: 0.0765 hartree/bohr
- Total energy: -119043.2575 eV
- Spin multiplicity: 5
- Energy above the lowest of the compared OMol25 structures with the same formula, charge and spin: 24.0 kcal/mol
- HOMO (alpha / beta): -12.007 / -12.576 eV
- ⟨S²⟩: 6.0112

Geometry (Å):
Ir (1.1560, -0.7290, 0.9595)
F (3.8801, 0.0981, 0.3164)
C (3.2455, -1.1223, 0.1967)
F (3.2131, -1.4090, -1.1280)
H (3.8775, -1.8771, 0.6842)
C (2.7511, -1.5431, 3.9443)
P (1.0567, -1.1970, 3.3552)
C (0.1028, -2.6288, 3.9576)
C (0.4808, 0.1803, 4.4119)
H (2.7590, -1.6624, 5.0261)
H (3.4198, -0.7299, 3.6711)
H (3.1098, -2.4611, 3.4834)
H (0.2807, -2.7541, 5.0255)
H (0.4104, -3.5302, 3.4327)
H (-0.9598, -2.4784, 3.7846)
H (0.5831, -0.0962, 5.4611)
H (-0.5654, 0.3964, 4.2001)
H (1.0701, 1.0741, 4.2157)
O (-0.9145, -3.9682, -0.9917)
C (-0.5877, -2.8248, -0.7944)
O (-0.1767, -2.3107, 0.2943)
C (-0.7608, -1.8059, -1.9402)
C (0.0348, -0.6784, -2.0049)
C (-0.2322, 0.3107, -2.9416)
C (-1.2857, 0.1811, -3.8343)
C (-2.0318, -0.9875, -3.7902)
C (-1.7777, -1.9938, -2.8672)
N (-3.1431, -1.1600, -4.7382)
O (-3.6875, -2.2313, -4.7381)
O (-3.4133, -0.2076, -5.4227)
N (0.5686, 1.5172, -2.9203)
O (0.2658, 2.4134, -3.6604)
O (1.4760, 1.5576, -2.1074)
H (0.8805, -0.5390, -1.3363)
H (-1.5118, 0.9640, -4.5456)
H (-2.3736, -2.8971, -2.8640)
Se (2.3609, 2.5950, 0.4171)
N (0.9571, 1.4846, 0.6437)
C (-0.1494, 2.1101, 0.2015)
C (-1.4350, 1.5546, 0.0787)
C (-2.4319, 2.3217, -0.4730)
C (-2.1978, 3.6469, -0.8876)
C (-0.9588, 4.2217, -0.7743)
C (0.0935, 3.4559, -0.2424)
N (1.3623, 3.8500, -0.1470)
H (-1.6115, 0.5299, 0.3841)
H (-3.4209, 1.9071, -0.5997)
H (-3.0104, 4.2204, -1.3036)
H (-0.7563, 5.2303, -1.0932)

=====

C17H17F9N2OPt | ωB97M-V/def2-TZVPD

## Properties
- Total charge: +2
- Kohn-Sham gap (alpha / beta): 5.52 / 4.05 eV
- F_max: 0.0708 hartree/bohr
- Total energy: -50612.0016 eV
- Spin multiplicity: 5
- Energy above the lowest of the compared OMol25 structures with the same formula, charge and spin: 26.9 kcal/mol
- HOMO (alpha / beta): -12.395 / -16.337 eV
- ⟨S²⟩: 6.0340

Geometry (Å):
C (0.8461, -0.0970, 1.5701)
C (-1.3405, 0.7233, 0.3007)
H (0.6738, -1.1773, 1.6750)
H (0.1659, 0.4331, 2.2472)
H (1.8934, 0.1468, 1.7964)
H (-2.1735, 0.5883, -0.4136)
H (-1.7144, -0.2888, 1.2729)
H (-1.4194, 1.6513, 0.8816)
C (3.0331, -1.1726, -0.4770)
C (4.2038, -1.6798, -1.0244)
C (4.5253, -1.3892, -2.3562)
C (3.6334, -0.6407, -3.1146)
H (2.7238, -1.3512, 0.5535)
H (4.8520, -2.2944, -0.4090)
H (5.4554, -1.7515, -2.7933)
H (3.8012, -0.4048, -4.1596)
N (2.1965, -0.4102, -1.2073)
C (2.4475, -0.1652, -2.5348)
C (1.3847, 0.5542, -3.2102)
N (0.3303, 0.8645, -2.3929)
C (-0.7572, 1.4964, -2.8949)
C (0.2350, 1.5520, -5.0946)
C (-0.8278, 1.8509, -4.2351)
H (-1.5539, 1.6990, -2.1806)
H (-1.7183, 2.3641, -4.5951)
C (1.3490, 0.8994, -4.5680)
H (2.2112, 0.6336, -5.1686)
H (0.1971, 1.8218, -6.1481)
Pt (0.5007, 0.4074, -0.3978)
C (1.0544, 2.2674, 0.2888)
H (0.5551, 3.0310, -0.3181)
H (2.1413, 2.3687, 0.1823)
H (0.7690, 2.3780, 1.3399)
F (-4.5896, -1.3642, 1.6796)
C (-3.9813, -1.8418, 2.7961)
F (-4.8637, -1.7683, 3.8286)
F (-3.6834, -3.1444, 2.5694)
C (-2.6299, -1.0516, 3.0513)
O (-1.9082, -1.1726, 1.8707)
C (-2.9082, 0.4416, 3.4765)
F (-3.4472, 0.5550, 4.7157)
F (-1.7431, 1.1612, 3.4644)
F (-3.7474, 1.0442, 2.5945)
C (-1.7612, -1.7719, 4.1420)
F (-2.4442, -2.0587, 5.2804)
F (-1.2788, -2.9261, 3.6315)
F (-0.6877, -1.0107, 4.4843)

=====

C17H17FN2O10PdS | ωB97M-V/def2-TZVPD

## Properties
- Total charge: -2
- Kohn-Sham gap: 6.60 eV
- F_max: 0.0156 hartree/bohr
- Total energy: -58394.5042 eV
- Spin multiplicity: 1
- HOMO: -1.979 eV

Geometry (Å):
Pd (0.0814, 0.2021, 0.0473)
O (2.0210, 2.1086, 0.9604)
C (1.5793, 0.8049, 1.3004)
O (2.2522, -0.1657, 0.8600)
C (0.9341, 0.8393, 2.6728)
O (0.1093, -0.2939, 2.8233)
C (-1.1885, 0.0198, 3.2856)
C (-2.0829, 0.8368, 2.3278)
O (-3.1492, 1.2054, 2.8506)
O (-1.7009, 1.0668, 1.1489)
H (2.5986, 1.9287, 0.2064)
H (0.3686, 1.7717, 2.7425)
H (1.7118, 0.8282, 3.4531)
H (-1.1497, 0.5685, 4.2354)
H (-1.6801, -0.9362, 3.4736)
C (0.7570, 4.2018, -1.0898)
S (-0.7675, 3.8127, -0.2516)
O (-1.4787, 5.1329, -0.1194)
C (-1.5337, 2.9849, -1.6538)
C (-2.5710, 3.6481, -2.2894)
C (-3.1621, 3.0699, -3.4062)
C (-2.7053, 1.8440, -3.8758)
C (-1.6603, 1.1953, -3.2291)
C (-1.0708, 1.7661, -2.1086)
H (0.5130, 4.8681, -1.9184)
H (1.2204, 3.2831, -1.4422)
H (1.4002, 4.6918, -0.3623)
H (-2.9049, 4.5927, -1.8816)
H (-3.9831, 3.5754, -3.9014)
H (-3.1699, 1.3850, -4.7407)
H (-1.3091, 0.2227, -3.5476)
H (-0.2404, 1.2162, -1.6567)
F (4.2584, -4.0712, -0.7936)
C (3.1704, -4.1049, 0.0044)
C (2.0219, -3.5228, -0.3648)
N (0.8980, -3.5533, 0.4112)
C (-0.3212, -2.8184, 0.0217)
C (-0.3572, -2.5139, -1.4902)
O (-0.2976, -3.4823, -2.2672)
O (-0.4872, -1.2965, -1.7869)
C (0.8904, -4.2016, 1.6199)
O (-0.0850, -4.3183, 2.3341)
N (2.1115, -4.7616, 1.9805)
C (3.3007, -4.7830, 1.2714)
O (4.2992, -5.3294, 1.7137)
H (1.9294, -3.0090, -1.3106)
H (-0.3165, -1.8704, 0.5711)
H (-1.1764, -3.4363, 0.2848)
H (2.1224, -5.2028, 2.8870)

=====

C17H17N3O4 | ωB97M-V/def2-TZVPD

## Properties
- Total charge: 0
- Kohn-Sham gap: 6.93 eV
- F_max: 0.1618 hartree/bohr
- Total energy: -30560.2877 eV
- Spin multiplicity: 1
- Energy above the lowest of the compared OMol25 structures with the same formula, charge and spin: 99.6 kcal/mol
- HOMO: -7.170 eV

Geometry (Å):
C (-2.6633, -1.7776, 1.8896)
O (-2.7720, -2.3177, 0.5057)
C (-1.7476, -1.9205, -0.2998)
C (-1.2136, -0.5838, -0.2323)
C (-0.1400, -0.3185, -1.1021)
C (0.4561, 1.0769, -1.0514)
N (0.1265, 1.9372, -0.0888)
C (0.6063, 3.2998, -0.0321)
C (0.5376, 4.0856, 1.0452)
C (1.3245, 5.1028, 1.4949)
C (0.8789, 5.3626, 2.8211)
C (-0.1968, 4.5691, 3.1089)
N (-0.3056, 3.7916, 2.0593)
C (1.4312, 3.7998, -1.0529)
N (1.7501, 3.0220, -2.1221)
C (1.4178, 1.6903, -1.9974)
O (2.1117, 0.9220, -2.6510)
C (0.4088, -1.3559, -1.9746)
C (-0.0427, -2.6787, -1.8327)
O (0.4973, -3.6305, -2.5065)
C (1.6427, -4.2708, -1.8443)
C (-1.1707, -2.9155, -1.1274)
O (-1.6682, -4.2558, -1.0722)
C (-1.3873, -4.9896, 0.1028)
H (-3.2000, -2.4240, 2.5826)
H (-3.1555, -0.8481, 1.9663)
H (-1.5737, -1.7644, 2.2066)
H (-1.5955, 0.1445, 0.5182)
H (2.2646, 5.5425, 1.0868)
H (1.3624, 6.0829, 3.4196)
H (-0.6369, 4.4938, 4.1526)
H (-1.0386, 3.0858, 1.9707)
H (1.9325, 4.8521, -0.9958)
H (2.4737, 3.3653, -2.7604)
H (1.2676, -1.2750, -2.6865)
H (2.1091, -4.9968, -2.4038)
H (2.3697, -3.5970, -1.5719)
H (1.3204, -4.7238, -0.9186)
H (-1.0360, -6.0442, -0.0941)
H (-2.1787, -4.9011, 0.8311)
H (-0.5668, -4.6372, 0.6567)